{"formula": "C3H11N2O", "method": "ωB97M-V/def2-TZVPD", "s_squared": 0.75, "e_homo_ev": [-3.10, -8.22], "spin_multiplicity": 2, "relative_energy_kj_mol": 275.75, "energy_ev": -8312.1749, "gap_ev": [3.5, 8.5], "species": ["C", "C", "C", "N", "N", "H", "H", "H", "H", "H", "H", "H", "H", "H", "H", "H", "O"], "coordinates": [[2.39336, 0.75777, -1.31452], [1.23837, 0.05527, -0.56366], [0.05580, 0.66940, -0.55414], [-0.94454, -0.20137, 0.19079], [1.71574, -1.01260, 0.34358], [3.39504, 0.94025, -0.91010], [2.00965, 1.72492, -1.64110], [2.59633, 0.23026, -2.21502], [-0.30414, 1.62053, -1.01470], [-1.36001, -0.68939, -0.60895], [-1.65681, 0.18535, 0.70905], [-0.24147, -0.75123, 0.63840], [2.53242, -1.46290, -0.20896], [2.31783, -0.78856, 1.14477], [-3.80261, -0.99095, 1.82836], [-4.28282, 0.50422, 1.57577], [-3.59087, -0.11491, 1.44448]]}

{"formula": "C3H4LiO3Yb", "method": "ωB97M-V/def2-TZVPD", "s_squared": 0.76, "e_homo_ev": [-17.28, -17.28], "spin_multiplicity": 2, "relative_energy_kj_mol": 66.03, "energy_ev": -41035.4920, "gap_ev": [7.4, 7.3], "charge": 2, "species": ["C", "C", "H", "H", "H", "O", "C", "O", "O", "Yb", "Li", "H"], "coordinates": [[1.52729, -0.47076, 0.79517], [2.26583, -0.37557, -0.31888], [1.77812, -1.02415, -1.09805], [1.94853, -0.06827, 1.72206], [3.26134, 0.07434, -0.29442], [-2.13603, 0.01345, 0.41945], [-2.04565, 0.58711, -0.70336], [-1.01196, 0.99347, -1.24392], [-3.15077, 0.78752, -1.35138], [-3.64544, -1.04204, 1.83433], [0.67090, 1.45581, -0.60807], [0.53784, -0.93090, 0.84707]]}

{"formula": "C44H49Cl3N8O6SSiSr", "method": "ωB97M-V/def2-TZVPD", "e_homo_ev": -1.98, "relative_energy_kj_mol": 263.88, "energy_ev": -127752.0526, "gap_ev": 5.8, "charge": -2, "species": ["Sr", "O", "C", "C", "C", "C", "C", "C", "C", "O", "N", "N", "C", "C", "C", "C", "C", "C", "C", "O", "H", "H", "H", "H", "H", "H", "H", "H", "H", "H", "C", "Si", "C", "C", "C", "C", "C", "C", "N", "C", "S", "H", "H", "H", "H", "H", "H", "H", "H", "H", "H", "H", "H", "Cl", "C", "C", "C", "Cl", "C", "O", "C", "Cl", "C", "H", "H", "C", "N", "C", "C", "C", "O", "H", "H", "H", "H", "H", "H", "H", "H", "H", "N", "C", "N", "C", "C", "C", "C", "C", "H", "H", "H", "H", "H", "H", "H", "H", "H", "H", "N", "C", "O", "C", "C", "C", "C", "N", "C", "H", "H", "H", "H", "H", "H"], "coordinates": [[-0.28690, -0.47433, 0.48678], [-1.05103, 3.93314, -0.83565], [-1.84885, 3.73358, -1.89939], [-2.29143, 4.82472, -2.64632], [-3.08050, 4.63495, -3.76544], [-3.46735, 3.35749, -4.14045], [-3.07080, 2.27436, -3.38106], [-2.26485, 2.44101, -2.26197], [-1.81756, 1.27704, -1.46369], [-1.22456, 1.47757, -0.34744], [-2.08560, 0.12831, -2.01500], [-1.55960, -0.94011, -1.36004], [-1.89975, -2.08039, -1.83885], [-1.45276, -3.35786, -1.39200], [-1.96648, -4.47107, -2.06417], [-1.61231, -5.75515, -1.72957], [-0.72323, -5.95493, -0.67322], [-0.20298, -4.89211, 0.01600], [-0.51805, -3.54113, -0.31228], [0.00525, -2.58403, 0.33208], [-0.88154, 2.98211, -0.47254], [-2.00482, 5.81882, -2.33121], [-3.39260, 5.48984, -4.35185], [-4.08289, 3.20858, -5.01859], [-3.36483, 1.26803, -3.63645], [-2.61426, -2.08398, -2.67489], [-2.66307, -4.30199, -2.88052], [-2.02901, -6.59420, -2.27201], [-0.44344, -6.96683, -0.40164], [0.46090, -5.05111, 0.85667], [5.04595, -5.49956, -1.83676], [4.39119, -3.87660, -1.02412], [3.74532, -4.41199, 0.69046], [5.94464, -2.76828, -0.85460], [2.97700, -3.27288, -2.10204], [2.29108, -4.07223, -2.98808], [1.19920, -3.57345, -3.70018], [0.89498, -2.23717, -3.54292], [1.54034, -1.43526, -2.71283], [2.51325, -1.94225, -1.92861], [3.23729, -0.93681, -0.78230], [5.88905, -5.88750, -1.27209], [5.37761, -5.34687, -2.86053], [4.28085, -6.27037, -1.84351], [4.54783, -4.66205, 1.38014], [3.10615, -5.28552, 0.59110], [3.14984, -3.62033, 1.13231], [6.83398, -3.36661, -0.67361], [5.82569, -2.07311, -0.03265], [6.11572, -2.17452, -1.74634], [2.60828, -5.09618, -3.14407], [0.62218, -4.20711, -4.35743], [0.11106, -1.75593, -4.12144], [-1.64984, -5.97269, 4.96242], [-1.45068, -4.42465, 4.20421], [-2.29683, -4.06510, 3.16525], [-2.15681, -2.82568, 2.58674], [-3.19209, -2.34292, 1.31516], [-1.17263, -1.87779, 2.98642], [-1.06839, -0.72498, 2.48790], [-0.34529, -2.34179, 4.04280], [0.87899, -1.24355, 4.57331], [-0.45805, -3.57270, 4.65345], [-3.05545, -4.74430, 2.81020], [0.20708, -3.85829, 5.45676], [-0.10045, 2.28768, 3.52551], [1.32567, 2.15820, 3.31895], [2.17932, 2.80674, 4.28300], [1.77778, 1.34490, 2.33125], [3.25746, 1.08448, 2.21806], [1.01445, 0.85848, 1.52372], [-0.36289, 1.97878, 4.54094], [-0.61867, 1.63847, 2.82175], [-0.42574, 3.32035, 3.36751], [1.59543, 3.54797, 4.82625], [3.00125, 3.32159, 3.78490], [2.58793, 2.09735, 5.00929], [3.85364, 1.40617, 3.06331], [3.60191, 1.57343, 1.30984], [3.38786, 0.01702, 2.05317], [-3.91683, 0.90268, 1.46805], [-3.59740, 1.92934, 1.86560], [-3.27890, 3.12167, 2.35799], [-3.28759, 4.20540, 1.39425], [-4.72272, 4.55338, 0.99868], [-5.54898, 4.89359, 2.24235], [-5.43310, 3.79181, 3.30012], [-3.95996, 3.48406, 3.58369], [-2.70411, 3.90766, 0.52762], [-2.79768, 5.06446, 1.86329], [-5.15996, 3.69035, 0.49160], [-4.72645, 5.39251, 0.30110], [-6.60010, 5.02542, 1.96596], [-5.19101, 5.83809, 2.66600], [-5.90456, 2.87819, 2.92975], [-5.94331, 4.09225, 4.21909], [-3.86418, 2.67136, 4.30630], [-3.45533, 4.37074, 3.98297], [2.73283, 0.34935, -4.40712], [3.24252, 1.56737, -4.19322], [3.95592, 2.13603, -5.01497], [2.85985, 2.21818, -2.90976], [3.42542, 3.45402, -2.61485], [3.05804, 4.11480, -1.45646], [2.12694, 3.49568, -0.63504], [1.57548, 2.33042, -0.90722], [1.92686, 1.69297, -2.00854], [2.98857, -0.12120, -5.25927], [2.24975, -0.19726, -3.67895], [4.14104, 3.87100, -3.31034], [3.47197, 5.08140, -1.19780], [1.78556, 3.96687, 0.27782], [1.42292, 0.75247, -2.16595]]}

{"formula": "C6H7N", "method": "ωB97M-V/def2-TZVPD", "e_homo_ev": [-7.66, -7.65], "relative_energy_kj_mol": 595.66, "energy_ev": -7819.4737, "gap_ev": [8.1, 8.2], "species": ["C", "C", "C", "C", "N", "C", "C", "H", "H", "H", "H", "H", "H", "H"], "coordinates": [[-0.02043, 1.28365, -0.32890], [1.07473, 0.24812, -0.18418], [0.59343, -1.00232, -0.71008], [0.61008, -0.17546, 1.18853], [-0.82944, -0.45751, 1.06704], [-1.24020, 0.39092, -0.09741], [-0.85839, -1.02916, -0.25993], [-0.05325, 1.91547, -1.23838], [0.21352, 1.56344, 0.80673], [2.11569, 0.53019, -0.31571], [1.05062, -1.67420, -1.43737], [1.12068, -0.47729, 2.08912], [-2.26168, 0.75939, -0.13943], [-1.51536, -1.87524, -0.44003]]}

{"formula": "C5H10N2O2", "method": "ωB97M-V/def2-TZVPD", "e_homo_ev": -8.21, "relative_energy_kj_mol": 472.55, "energy_ev": -12418.5750, "gap_ev": 8.9, "smiles": "CO[C@@]1(O)CC=NN1C", "species": ["C", "O", "C", "O", "C", "C", "N", "N", "C", "H", "H", "H", "H", "H", "H", "H", "H", "H", "H"], "coordinates": [[-0.30073, -1.92002, -1.37057], [-0.63131, -1.32005, -0.15441], [-0.40553, 0.08187, -0.07265], [-0.66212, 0.70655, -1.31541], [-1.46043, 0.48064, 1.37051], [-0.38070, 1.18430, 2.17666], [0.78208, 1.09249, 1.72423], [0.82706, 0.47102, 0.49162], [2.07882, 0.68622, -0.32681], [-0.42417, -1.28999, -2.25361], [-0.70481, -3.04298, -1.35974], [0.80117, -2.11185, -1.43076], [-1.36666, 0.36861, -1.79329], [-1.92906, -0.35203, 1.73415], [-2.26069, 1.29642, 1.04169], [-0.63113, 1.79257, 2.99104], [2.76173, 1.16118, 0.33043], [2.24199, -0.36060, -0.50288], [1.66448, 1.07565, -1.28018]]}

{"formula": "C3H10NOS", "method": "ωB97M-V/def2-TZVPD", "e_homo_ev": -13.70, "relative_energy_kj_mol": 164.97, "energy_ev": -17637.7480, "gap_ev": 10.1, "smiles": "C[C@@](O)(S)C[NH3+]", "charge": 1, "species": ["C", "C", "O", "S", "C", "N", "H", "H", "H", "H", "H", "H", "H", "H", "H", "H"], "coordinates": [[1.92649, -0.24066, 0.36068], [0.03935, -0.33614, 0.33790], [-0.42494, -1.40926, -0.48988], [-0.52156, -0.32140, 2.01137], [-0.37723, 0.93609, -0.34504], [-1.51613, 0.57811, -1.13517], [2.15793, 0.67184, 0.90475], [2.09990, -1.20787, 0.83692], [2.23945, -0.31667, -0.64706], [-0.50252, -2.17998, 0.04270], [0.61885, -0.69039, 2.66783], [0.30777, 1.42863, -0.97598], [-0.73525, 1.69210, 0.40369], [-1.14836, 0.11263, -1.91055], [-2.10342, 1.31402, -1.48169], [-2.06032, -0.03105, -0.58046]]}

{"formula": "C3H4FN2O", "method": "ωB97M-V/def2-TZVPD", "e_homo_ev": [-14.55, -14.18], "relative_energy_kj_mol": 456.69, "energy_ev": -10909.2894, "gap_ev": [8.1, 7.9], "charge": 1, "species": ["C", "C", "C", "N", "N", "O", "F", "H", "H", "H", "H"], "coordinates": [[-0.84181, -0.28008, 0.28283], [-0.13261, 0.96214, 0.19483], [0.98286, -1.29272, -0.69253], [-0.14549, -1.39542, -0.00507], [1.11285, 0.85007, -0.11383], [-0.80545, 2.10052, 0.35751], [2.08014, -1.93716, -0.58219], [-1.88548, -0.11740, 0.43727], [-0.38662, -2.35434, 0.15531], [1.79499, 1.52303, -0.29957], [-1.77338, 1.94136, 0.26545]]}

{"formula": "C3H7N3S", "method": "ωB97M-V/def2-TZVPD", "e_homo_ev": [-17.93, -17.93], "relative_energy_kj_mol": 271.99, "energy_ev": -18509.5307, "gap_ev": [7.1, 7.1], "charge": 2, "species": ["C", "C", "C", "N", "N", "N", "S", "H", "H", "H", "H", "H", "H", "H"], "coordinates": [[1.30781, 1.17102, -0.02333], [-0.15433, -0.60590, 0.25077], [-2.75648, 0.35716, -0.20549], [1.09922, -0.19000, 0.14390], [-0.54367, -1.84060, 0.33617], [2.47849, 1.61447, -0.26213], [-1.29874, 0.84152, 0.37306], [-3.54638, 1.09314, -0.08165], [-2.99133, -0.51422, -0.80211], [1.88019, -0.85280, 0.24401], [0.10352, -2.63075, 0.30267], [-1.51801, -2.10244, 0.46146], [2.61995, 2.61951, -0.34788], [3.31976, 1.03989, -0.38945]]}